[1]
C4H5FS | wB97M-V/def2-TZVPD

Geometry (Å):
F -2.627 -0.116 -0.504
C -1.437 0.287 0.048
C -0.393 -0.634 -0.489
C 0.962 -0.566 -0.332
C 1.715 0.383 0.420
S 0.979 1.680 1.159
H -1.208 1.321 -0.155
H -1.478 0.249 1.142
H -0.769 -1.445 -1.016
H 1.503 -1.342 -0.900
H 2.754 0.182 0.627

ΔE to the lowest compared entry with this formula, charge and spin	89.50	kJ/mol
SMILES	FC/C=C\C=S
frontier orbital gap	7.85	eV
2S+1	1


[2]
C4H5FS | wB97M-V/def2-TZVPD

Geometry (Å):
C -0.807 1.469 0.056
C -1.083 0.186 -0.125
F -2.301 -0.238 -0.453
C 0.029 -0.929 -0.235
C 1.465 -0.619 0.286
S 2.569 0.365 -0.428
H 0.240 1.667 0.213
H -1.604 2.241 0.167
H 0.105 -1.283 -1.211
H -0.282 -1.791 0.387
H 1.668 -1.067 1.344

ΔE to the lowest compared entry with this formula, charge and spin	118.94	kJ/mol
SMILES	C=C(F)CC=S
frontier orbital gap	8.40	eV
2S+1	1


[3]
C4H5FS | wB97M-V/def2-TZVPD

Geometry (Å):
C -1.238 -1.700 0.396
C -0.863 -0.458 0.101
F -1.914 0.328 -0.311
C 0.540 0.071 0.137
C 1.565 -0.903 0.822
S 0.902 1.441 -0.620
H -2.256 -2.088 0.390
H -0.390 -2.325 0.543
H 2.197 -0.420 1.641
H 1.054 -1.685 1.317
H 2.163 -1.551 0.103

ΔE to the lowest compared entry with this formula, charge and spin	108.49	kJ/mol
SMILES	C=C(F)C(C)=S
frontier orbital gap	8.08	eV
2S+1	1


[4]
C4H5FeO6 | wB97M-V/def2-TZVPD

Geometry (Å):
O 2.236 -0.617 2.289
C 1.054 -0.169 2.381
O 0.508 -0.079 3.521
O 0.384 0.248 1.335
Fe 2.176 -0.735 4.169
C 1.109 0.198 0.009
C -0.068 0.677 -0.778
H 1.893 0.960 0.074
H 1.391 -0.832 -0.236
H -0.515 1.629 -0.476
O -1.010 -0.364 -1.011
C -1.897 -0.154 -1.972
O -1.962 0.826 -2.673
O -2.641 -1.243 -2.100
H -3.272 -1.122 -2.821
H 0.613 0.777 -1.711

⟨S²⟩	6.01
ΔE to the lowest compared entry with this formula, charge and spin	0.00	kJ/mol
net charge	+1
frontier orbital gap (spin up / spin down)	6.73 / 6.03	eV
2S+1	5


no.,energy (hartree)
1,-653.40685
2,-653.39564
3,-653.39962
4,-1870.25899